[1]
Formula: C30H31N3O3
Source: the Open Molecules 2025 dataset
Level of theory: ωB97M-V with the def2-TZVPD basis set

Last columns: bonded neighbours and bond lengths (Å).
Positions of all 67 atoms, in Å:
1 O 3.334 -0.165 1.884  C2 1.360, C20 1.609
2 C 2.003 -0.134 2.160  O1 1.360, C3 1.424, C9 1.388
3 C 1.293 -1.339 2.429  C2 1.424, C4 1.395, H10 1.078
4 C 0.004 -1.312 2.961  C3 1.395, C5 1.411, H11 1.095
5 C -0.644 -0.080 3.187  C4 1.411, C6 1.468, C8 1.402
6 C -2.051 -0.039 3.607  C5 1.468, N7 1.178
7 N -3.201 -0.048 3.860  C6 1.178
8 C 0.055 1.100 2.899  C5 1.402, C9 1.393, H12 1.096
9 C 1.330 1.067 2.339  C2 1.388, C8 1.393, H13 1.073
10 H 1.787 -2.289 2.300  C3 1.078
11 H -0.506 -2.235 3.257  C4 1.095
12 H -0.401 2.064 3.151  C8 1.096
13 H 1.849 1.984 2.130  C9 1.073
14 C 10.663 0.927 1.557  O15 1.470, H41 1.100, H42 1.110, H43 1.109
15 O 9.543 1.254 2.451  C14 1.470, C16 1.371
16 C 8.261 1.021 2.025  O15 1.371, C17 1.434, C40 1.421
17 C 7.182 1.172 2.959  C16 1.434, C18 1.387, H44 1.094
18 C 5.873 0.981 2.543  C17 1.387, C19 1.393, H45 1.087
19 C 5.550 0.597 1.245  C18 1.393, C20 1.555, C39 1.413
20 C 4.074 0.737 0.776  O1 1.609, C19 1.555, C21 1.482, H46 1.183
21 C 3.905 0.062 -0.533  C20 1.482, C22 1.351, H47 1.089
22 C 2.679 -0.124 -1.069  C21 1.351, N23 1.354, H48 1.101
23 N 2.470 -0.539 -2.341  C22 1.354, C24 1.470, C36 1.477
24 C 1.089 -0.679 -2.826  N23 1.470, C25 1.544, C32 1.531, H49 1.120
25 C 0.310 -1.733 -2.009  C24 1.544, C26 1.514, H50 1.109, H51 1.106
26 C -1.112 -1.904 -2.500  C25 1.514, C27 1.397, C31 1.401
27 C -1.556 -3.165 -2.907  C26 1.397, C28 1.392, H52 1.094
28 C -2.807 -3.282 -3.507  C27 1.392, C29 1.397, H53 1.085
29 C -3.623 -2.157 -3.652  C28 1.397, C30 1.397, H54 1.086
30 C -3.199 -0.911 -3.183  C29 1.397, C31 1.397, H55 1.089
31 C -1.941 -0.779 -2.589  C26 1.401, C30 1.397, H56 1.099
32 C 1.270 -1.084 -4.292  C24 1.531, O33 1.222, N34 1.378
33 O 0.434 -1.282 -5.161  C32 1.222
34 N 2.630 -1.146 -4.503  C32 1.378, C35 1.448, C36 1.463
35 C 3.186 -1.526 -5.784  N34 1.448, H57 1.095, H58 1.104, H59 1.106
36 C 3.494 -0.834 -3.364  N23 1.477, N34 1.463, C37 1.534, C38 1.530
37 C 4.381 0.379 -3.671  C36 1.534, H60 1.096, H61 1.090, H62 1.095
38 C 4.334 -2.057 -2.991  C36 1.530, H63 1.099, H64 1.093, H65 1.092
39 C 6.636 0.181 0.442  C19 1.413, C40 1.401, H66 1.091
40 C 7.973 0.460 0.752  C16 1.421, C39 1.401, H67 1.114
41 H 11.575 1.143 2.133  C14 1.100
42 H 10.656 -0.147 1.276  C14 1.110
43 H 10.635 1.573 0.656  C14 1.109
44 H 7.418 1.529 3.965  C17 1.094
45 H 5.061 1.162 3.244  C18 1.087
46 H 3.638 1.835 0.717  C20 1.183
47 H 4.775 -0.195 -1.137  C21 1.089
48 H 1.751 0.133 -0.535  C22 1.101
49 H 0.497 0.271 -2.840  C24 1.120
50 H 0.861 -2.694 -2.055  C25 1.109
51 H 0.341 -1.384 -0.960  C25 1.106
52 H -0.889 -4.021 -2.771  C27 1.094
53 H -3.126 -4.255 -3.864  C28 1.085
54 H -4.592 -2.248 -4.133  C29 1.086
55 H -3.828 -0.028 -3.281  C30 1.089
56 H -1.577 0.188 -2.217  C31 1.099
57 H 2.372 -1.742 -6.483  C35 1.095
58 H 3.798 -0.711 -6.209  C35 1.104
59 H 3.814 -2.433 -5.705  C35 1.106
60 H 3.805 1.145 -4.203  C37 1.096
61 H 4.782 0.812 -2.754  C37 1.090
62 H 5.226 0.081 -4.300  C37 1.095
63 H 3.711 -2.963 -2.984  C38 1.099
64 H 5.111 -2.196 -3.747  C38 1.093
65 H 4.809 -1.926 -2.016  C38 1.092
66 H 6.507 -0.278 -0.540  C39 1.091
67 H 8.770 0.261 -0.001  C40 1.114

Output
**Max |F|**: 3.3 eV/Å
**LUMO energy**: 0.3851 eV
**SMILES string**: COc1ccc([C@@H](/C=C/N2[C@H](Cc3ccccc3)C(=O)N(C)C2(C)C)Oc2ccc(C#N)cc2)cc1

Atom charges from the Löwdin analysis, given in e for atoms 1 to 2: -0.05, -0.30



[2]
Formula: C5H13NO
Source: the Open Molecules 2025 dataset
Level of theory: ωB97M-V with the def2-TZVPD basis set

Last columns: bonded neighbours and bond lengths (Å).
Positions of all 20 atoms, in Å:
1 C 0.419 -1.243 1.163  C2 1.532, N6 1.474, H7 1.089, H8 1.094
2 C -1.073 -1.250 0.816  C1 1.532, C3 1.505, H9 1.097, H10 1.093
3 C -1.516 -0.136 -0.094  C2 1.505, C4 1.326, H11 1.089
4 C -0.901 0.219 -1.214  C3 1.326, C5 1.485, H12 1.088
5 C -1.386 1.291 -2.119  C4 1.485, H13 1.088, H14 1.098, H15 1.086
6 N 0.668 -0.106 2.066  C1 1.474, H16 1.013, H17 1.013
7 H 0.651 -2.144 1.728  C1 1.089
8 H 1.046 -1.174 0.269  C1 1.094
9 H -1.378 -2.237 0.449  C2 1.097
10 H -1.587 -1.151 1.776  C2 1.093
11 H -2.502 0.270 0.128  C3 1.089
12 H 0.008 -0.338 -1.435  C4 1.088
13 H -0.606 1.985 -2.426  C5 1.088
14 H -1.702 0.845 -3.070  C5 1.098
15 H -2.229 1.821 -1.684  C5 1.086
16 H 1.635 -0.099 2.372  N6 1.013
17 H 0.516 0.765 1.572  N6 1.013
18 H 4.014 0.578 0.056  O20 0.962
19 H 2.870 1.481 -0.373  O20 0.961
20 O 3.053 0.623 0.020  H18 0.962, H19 0.961

Output
**Max |F|**: 1.0 eV/Å
**LUMO energy**: 0.5886 eV
**SMILES string**: C/C=C/CCN.O

Atom charges from the Löwdin analysis, given in e for atoms 1 to 2: -0.30, -0.21



[3]
Formula: C19H24FN3O4S
Source: the Open Molecules 2025 dataset
Level of theory: ωB97M-V with the def2-TZVPD basis set

Last columns: bonded neighbours and bond lengths (Å).
Positions of all 52 atoms, in Å:
1 C -4.698 -3.697 1.458  H2 1.092, H3 1.087, H4 1.092, O5 1.421
2 H -5.712 -3.837 1.078  C1 1.092
3 H -4.677 -3.805 2.539  C1 1.087
4 H -4.043 -4.430 0.984  C1 1.092
5 O -4.245 -2.378 1.183  C1 1.421, C6 1.337
6 C -4.182 -2.043 -0.110  O5 1.337, O7 1.211, C8 1.460
7 O -4.471 -2.788 -1.020  C6 1.211
8 C -3.720 -0.673 -0.313  C6 1.460, C9 1.382, N12 1.368
9 C -3.346 0.327 0.564  C8 1.382, C10 1.401, H52 1.070
10 C -2.984 1.431 -0.220  C9 1.401, C11 1.379, S15 1.771
11 C -3.149 1.080 -1.543  C10 1.379, N12 1.344, H14 1.071
12 N -3.590 -0.188 -1.586  C8 1.368, C11 1.344, H13 1.009
13 H -3.816 -0.735 -2.404  N12 1.009
14 H -2.975 1.674 -2.418  C11 1.071
15 S -2.398 2.995 0.369  C10 1.771, O16 1.433, O17 1.436, N18 1.677
16 O -3.365 3.541 1.274  S15 1.433
17 O -1.993 3.774 -0.767  S15 1.436
18 N -1.077 2.551 1.300  S15 1.677, H19 1.008, C20 1.452
19 H -1.115 3.055 2.173  N18 1.008
20 C 0.216 2.612 0.643  N18 1.452, H21 1.098, C22 1.528, H51 1.093
21 H 0.352 3.583 0.150  C20 1.098
22 C 0.318 1.504 -0.405  C20 1.528, C23 1.528, C41 1.528, H50 1.094
23 C 0.230 0.118 0.232  C22 1.528, C24 1.534, H48 1.091, H49 1.090
24 C 0.321 -0.955 -0.862  C23 1.534, N25 1.446, H46 1.092, H47 1.098
25 N 1.492 -0.858 -1.704  C24 1.446, C26 1.448, C40 1.447
26 C 2.680 -1.571 -1.285  N25 1.448, C27 1.513, H38 1.095, H39 1.094
27 C 3.404 -1.053 -0.061  C26 1.513, C28 1.390, C32 1.390
28 C 4.435 -0.127 -0.167  C27 1.390, C29 1.383, F37 1.354
29 C 5.091 0.391 0.934  C28 1.383, C30 1.384, H36 1.079
30 C 4.714 -0.029 2.197  C29 1.384, C31 1.385, H35 1.079
31 C 3.704 -0.965 2.338  C30 1.385, C32 1.384, H34 1.080
32 C 3.063 -1.472 1.221  C27 1.390, C31 1.384, H33 1.080
33 H 2.284 -2.211 1.338  C32 1.080
34 H 3.416 -1.306 3.321  C31 1.080
35 H 5.216 0.367 3.067  C30 1.079
36 H 5.885 1.108 0.790  C29 1.079
37 F 4.831 0.285 -1.394  C28 1.354
38 H 2.383 -2.609 -1.102  C26 1.095
39 H 3.370 -1.561 -2.134  C26 1.094
40 C 1.674 0.474 -2.238  N25 1.447, C41 1.535, H44 1.091, H45 1.097
41 C 1.624 1.597 -1.192  C22 1.528, C40 1.535, H42 1.091, H43 1.091
42 H 2.468 1.514 -0.505  C41 1.091
43 H 1.692 2.560 -1.700  C41 1.091
44 H 2.620 0.507 -2.779  C40 1.091
45 H 0.864 0.643 -2.959  C40 1.097
46 H 0.290 -1.953 -0.420  C24 1.092
47 H -0.554 -0.851 -1.517  C24 1.098
48 H 1.049 -0.001 0.943  C23 1.091
49 H -0.711 0.010 0.772  C23 1.090
50 H -0.517 1.635 -1.099  C22 1.094
51 H 0.994 2.485 1.401  C20 1.093
52 H -3.341 0.277 1.632  C9 1.070

Output
**Max |F|**: 0.9 eV/Å
**LUMO energy**: 0.5612 eV
**SMILES string**: COC(=O)c1cc(S(=O)(=O)NCC2CCN(Cc3ccccc3F)CC2)c[nH]1

Atom charges from the Löwdin analysis, given in e for atoms 1 to 2: -0.04, 0.10



It is found that the total energy values, taken in the order of the records, are -1551.6963, -328.2702, -1701.7007 Eh.
It is found that the HOMO-LUMO gap values, taken in the order of the records, are 8.446, 9.336, 8.750 eV.